1.
67
Properties=species:S:1:pos:R:3:mulliken_charge:R:1 method="wB97M-V/def2-TZVPD" charge=+3 e_homo_ev="-16.7284 / -16.7293" e_tot_ev=-197094.23116 e_above_lowest_kcal_mol=5.40 lumo_energy_ev="-12.05 / -12.05"
Ru -0.088 -0.992 -0.044 0.317
Br 0.661 -0.717 4.931 0.008
C 1.896 -0.982 3.591 -0.311
C 3.245 -1.089 3.877 -0.473
C 4.181 -1.311 2.874 0.032
Br 5.949 -1.476 3.342 0.003
C 3.783 -1.410 1.493 0.638
C 4.633 -1.665 0.418 -0.406
C 4.102 -1.751 -0.862 -1.190
C 2.747 -1.573 -1.058 -0.298
N 1.905 -1.310 -0.040 0.462
C 2.419 -1.252 1.212 0.238
C 1.448 -1.090 2.237 0.539
O 0.215 -1.094 1.889 -0.181
H 3.578 -1.008 4.903 0.492
H 5.695 -1.808 0.576 0.431
H 4.740 -1.960 -1.709 0.468
H 2.311 -1.631 -2.047 0.547
C -1.878 2.943 -0.762 -0.770
N -0.504 3.074 -1.267 0.282
C -0.259 4.342 -1.971 -1.039
P 0.500 1.808 -1.334 0.328
O 0.175 0.938 -0.077 -0.930
N 0.314 0.780 -2.619 0.571
C 0.284 1.380 -3.969 -1.054
C -0.478 -0.428 -2.511 -1.072
N 1.999 2.406 -1.429 0.320
C 2.423 3.482 -0.517 -1.126
C 3.115 1.807 -2.165 -0.988
H -2.594 3.101 -1.570 0.360
H -2.061 3.694 0.008 0.416
H -2.036 1.956 -0.332 -0.120
H -0.970 4.460 -2.790 0.338
H 0.750 4.380 -2.372 0.400
H -0.392 5.175 -1.280 0.363
H 0.804 2.336 -3.961 0.349
H -0.741 1.545 -4.304 0.369
H 0.790 0.724 -4.677 0.427
H -0.006 -1.259 -1.882 0.616
H -0.422 -0.966 -3.462 0.449
H -1.537 -0.277 -2.297 0.345
H 1.563 3.947 -0.043 0.375
H 2.972 4.238 -1.078 0.414
H 3.079 3.082 0.259 0.319
H 2.770 1.022 -2.829 0.353
H 3.855 1.399 -1.473 0.268
H 3.605 2.578 -2.762 0.337
C -4.140 1.015 1.646 -1.199
C -2.865 0.421 2.223 0.167
N -2.988 -1.025 2.474 -0.205
C -2.753 -2.014 1.635 0.777
S -2.213 -1.686 -0.031 -0.386
N -2.989 -3.265 1.979 -0.231
C -2.929 -4.464 1.113 -0.529
C -4.258 -4.740 0.431 -1.018
H -4.026 2.092 1.524 0.363
H -4.988 0.847 2.311 0.417
H -4.376 0.578 0.674 0.299
H -2.618 0.876 3.181 0.390
H -2.012 0.581 1.567 -0.284
H -3.437 -1.272 3.348 0.295
H -3.410 -3.420 2.887 0.262
H -2.639 -5.290 1.761 0.424
H -2.127 -4.322 0.393 0.226
H -5.048 -4.912 1.162 0.351
H -4.175 -5.635 -0.183 0.377
H -4.553 -3.911 -0.213 0.291



2.
65
Properties=species:S:1:pos:R:3:mulliken_charge:R:1 method="wB97M-V/def2-TZVPD" charge=0 e_homo_ev=-7.9638 e_tot_ev=-69056.80904 smiles="O=S1(=O)CCCC1.O=S1(=O)CCCC1.O=S1(=O)CCCC1.c1cc[nH]c1.c1cc[nH]c1" e_above_lowest_kcal_mol=93.52 lumo_energy_ev=0.13
C 3.345 -3.116 4.614 -0.654
C 4.470 -3.647 5.561 -0.671
C 5.490 -4.482 4.867 -0.679
S 4.502 -5.403 3.647 1.080
O 3.903 -6.518 4.383 -0.640
O 5.133 -5.513 2.351 -0.646
C 3.094 -4.235 3.538 -0.594
H 3.639 -2.160 4.179 0.314
H 2.530 -2.948 5.318 0.294
H 3.843 -4.304 6.163 0.304
H 4.828 -2.940 6.310 0.421
H 6.111 -5.210 5.390 0.429
H 6.106 -3.853 4.225 0.321
H 2.140 -4.694 3.794 0.362
H 3.058 -3.680 2.600 0.358
C 4.902 3.329 -3.237 -0.654
C 3.498 3.811 -2.861 -0.620
C 2.913 3.187 -1.589 -0.599
S 4.348 2.456 -0.711 1.064
O 4.087 1.015 -0.815 -0.652
O 4.410 2.891 0.671 -0.651
C 5.657 2.948 -1.916 -0.728
H 5.500 3.977 -3.878 0.406
H 4.857 2.602 -4.047 0.325
H 2.816 3.611 -3.687 0.293
H 3.512 4.900 -2.821 0.316
H 2.033 2.545 -1.608 0.419
H 2.690 3.960 -0.854 0.277
H 6.489 2.245 -1.891 0.438
H 6.188 3.778 -1.450 0.365
C -2.917 7.104 -2.300 -0.563
C -3.815 5.972 -1.799 -0.682
C -4.098 4.812 -2.872 -0.610
S -4.155 5.909 -4.391 1.057
O -5.519 6.065 -4.898 -0.635
O -3.129 5.445 -5.312 -0.635
C -3.599 7.540 -3.598 -0.716
H -1.894 6.730 -2.336 0.298
H -2.809 7.889 -1.551 0.339
H -4.766 6.454 -1.570 0.319
H -3.344 5.587 -0.894 0.362
H -4.991 4.218 -2.676 0.359
H -3.211 4.217 -3.086 0.348
H -4.492 8.116 -3.352 0.341
H -3.155 8.201 -4.342 0.418
N -1.739 -6.673 -1.016 -0.024
C -2.190 -7.587 -0.077 -0.555
C -3.577 -7.728 -0.088 -0.306
C -3.922 -6.902 -1.161 -0.140
C -2.821 -6.271 -1.774 -0.642
H -0.793 -6.333 -1.115 0.209
H -1.451 -7.981 0.604 0.372
H -4.390 -8.325 0.299 0.374
H -4.972 -6.732 -1.344 0.352
H -2.856 -5.533 -2.562 0.363
N -3.836 -1.867 1.250 0.053
C -3.031 -0.825 1.672 -0.348
C -3.842 0.136 2.293 -0.500
C -5.072 -0.285 2.063 -0.400
C -5.079 -1.558 1.494 -0.450
H -3.436 -2.677 0.799 0.182
H -1.974 -0.876 1.458 0.381
H -3.483 1.080 2.676 0.375
H -5.946 0.304 2.296 0.358
H -5.784 -2.180 0.963 0.346



3.
62
Properties=species:S:1:pos:R:3:mulliken_charge:R:1 method="wB97M-V/def2-TZVPD" charge=+1 e_homo_ev=-10.8383 e_tot_ev=-35986.72500 lumo_energy_ev=-2.29
N 0.632 5.791 1.439 -0.480
C 1.847 5.837 0.587 -0.281
O 1.868 6.742 -0.564 -0.327
C 2.655 6.105 -1.607 0.674
O 2.655 6.342 -2.832 -0.493
O 3.441 5.099 -0.907 -0.417
C 2.442 4.485 -0.044 -0.070
C 1.214 3.817 -0.898 -0.096
C 0.717 2.523 -0.086 -0.565
C 0.006 1.398 -0.972 0.087
O 0.709 0.415 -1.363 -0.611
N -1.434 1.372 -1.345 -0.278
C -1.995 2.711 -1.040 0.345
C -1.870 3.806 -2.138 -0.350
C -2.414 5.229 -1.806 -0.309
C -3.066 5.547 -0.418 -0.514
C -3.223 4.421 0.649 -0.521
C -2.679 3.000 0.323 -0.354
H -0.156 6.325 1.048 0.299
H 0.370 4.837 1.714 0.244
H 2.675 6.149 1.317 0.352
H 3.004 3.763 0.640 0.446
H 0.409 4.650 -0.936 0.126
H 1.544 3.582 -1.984 0.381
H 0.053 2.798 0.802 0.174
H 1.668 2.031 0.358 0.480
H -1.860 0.641 -0.735 0.397
H -1.373 3.615 -3.153 0.354
H -2.302 6.063 -2.588 0.337
H -3.441 6.600 -0.190 0.367
H -3.712 4.671 1.650 0.327
H -2.778 2.152 1.085 0.272
C -0.967 -6.129 1.822 -1.325
C 0.339 -5.557 1.298 -0.367
N 0.323 -5.219 -0.199 0.037
C -0.038 -6.491 -0.974 -1.057
C 1.743 -4.864 -0.672 -0.348
C 2.356 -3.610 -0.075 -1.139
C -0.733 -4.162 -0.592 -0.901
C -0.741 -2.850 0.191 0.036
O -1.063 -3.054 1.558 -0.309
C -0.681 -1.948 2.371 -0.623
H -1.168 -7.122 1.417 0.374
H -0.900 -6.241 2.908 0.406
H -1.826 -5.491 1.614 0.296
H 1.138 -6.291 1.443 0.555
H 0.622 -4.662 1.848 0.268
H 0.646 -7.286 -0.671 0.389
H 0.063 -6.283 -2.040 0.419
H -1.071 -6.765 -0.756 0.456
H 1.705 -4.772 -1.761 0.385
H 2.369 -5.726 -0.426 0.458
H 2.037 -2.719 -0.618 0.316
H 3.442 -3.654 -0.193 0.420
H 2.153 -3.483 0.989 0.249
H -1.705 -4.648 -0.474 0.438
H -0.578 -3.960 -1.655 0.367
H -1.521 -2.208 -0.236 0.289
H 0.198 -2.306 0.094 0.169
H -0.824 -0.996 1.853 0.173
H 0.369 -2.063 2.657 0.291
H -1.292 -1.958 3.273 0.281



4.
61
Properties=species:S:1:pos:R:3:mulliken_charge:R:1 method="wB97M-V/def2-TZVPD" charge=0 e_homo_ev=-8.5042 e_tot_ev=-33395.04113 smiles="CCN(C[C@@H](C)NC(=O)c1ccn(C)c1)C(=O)COC[C@@H](C)N1CCCC1" e_above_lowest_kcal_mol=6.64 lumo_energy_ev=0.64
C -0.344 1.569 -2.688 -1.117
C -0.428 1.664 -1.169 -0.704
N 0.039 0.454 -0.506 0.467
C 1.468 0.244 -0.341 -1.537
C 1.941 0.248 1.132 0.723
C 2.800 -0.969 1.430 -1.963
N 2.723 1.440 1.451 -0.120
C 2.154 2.667 1.580 -0.064
O 0.968 2.853 1.346 -0.697
C 3.049 3.767 1.999 0.827
C 2.597 5.039 2.438 -0.927
C 3.708 5.787 2.711 -0.419
N 4.819 5.030 2.443 0.185
C 6.189 5.445 2.663 -0.904
C 4.426 3.800 2.017 -0.351
C -0.761 -0.566 -0.109 0.782
O -0.305 -1.581 0.390 -0.648
C -2.261 -0.367 -0.292 -0.803
O -2.922 -1.551 0.033 -0.182
C -4.324 -1.410 -0.036 -0.913
C -4.956 -2.746 0.333 0.548
C -4.525 -3.145 1.738 -1.707
N -6.408 -2.644 0.225 -0.045
C -7.111 -3.857 0.637 -0.724
C -8.542 -3.642 0.148 -0.564
C -8.393 -2.690 -1.058 -0.606
C -6.890 -2.411 -1.135 -0.665
H -0.672 2.503 -3.148 0.413
H 0.681 1.379 -3.009 0.337
H -0.969 0.760 -3.069 0.275
H 0.171 2.491 -0.792 0.209
H -1.448 1.874 -0.854 0.485
H 1.735 -0.714 -0.794 0.502
H 1.984 1.035 -0.885 0.474
H 1.052 0.238 1.764 0.272
H 2.221 -1.870 1.239 0.426
H 3.687 -0.982 0.790 0.401
H 3.123 -0.977 2.473 0.503
H 3.644 1.303 1.830 0.309
H 1.568 5.342 2.527 0.445
H 3.809 6.798 3.068 0.420
H 6.844 4.911 1.978 0.326
H 6.281 6.511 2.468 0.330
H 6.504 5.243 3.687 0.296
H 5.160 3.064 1.726 0.347
H -2.587 0.457 0.359 0.336
H -2.479 -0.069 -1.328 0.272
H -4.673 -0.639 0.666 0.318
H -4.614 -1.102 -1.048 0.363
H -4.579 -3.500 -0.382 0.236
H -3.443 -3.070 1.821 0.485
H -4.983 -2.477 2.471 0.331
H -4.814 -4.169 1.974 0.398
H -6.668 -4.745 0.152 0.312
H -7.052 -4.000 1.714 0.402
H -9.020 -4.584 -0.116 0.330
H -9.141 -3.177 0.930 0.272
H -8.763 -3.127 -1.985 0.338
H -8.943 -1.766 -0.888 0.262
H -6.677 -1.396 -1.467 0.398
H -6.403 -3.107 -1.841 0.304